A molecular structure, C3HLiO4Zn at a distorted geometry, computed with ωB97M-V/def2-TZVPD.

Each line ends with the Löwdin spin population.
Element x y z (Å)
O -2.77746 1.63877 0.32471  0.21
C -2.01411 0.84488 -0.07058  0.03
O -1.38122 -0.03993 -0.44458  0.01
Zn -4.59474 2.51329 0.38281  0.75
O 2.17672 0.90199 1.17954  0.00
C 1.75044 -0.23617 0.60937  0.00
C 1.47936 -1.07940 -0.23238  0.00
O 1.15203 -1.92984 -1.10620  0.00
Li 1.06354 -3.52453 -1.77668  0.00
H 3.14544 0.91094 1.13399  0.00

The charge is +1. The calculation puts the frontier orbital gap (spin up / spin down) at 4.869 / 1.481 eV. As for the highest occupied orbital energy (spin up / spin down): -9.09 / -9.09 eV. The value obtained for the largest force on an atom is 3.451 eV/Å. The spin multiplicity is 2. The calculation puts the LUMO energy (spin up / spin down) at -4.22 / -7.61 eV. As for the expectation value of S²: 0.751.


A single C19H16N4O5S2 molecule, computed with ωB97M-V/def2-TZVPD.

Each line ends with the Löwdin charge.
Element x y z (Å)
N 0.14653 -2.14258 -2.19577  0.18
C -0.32445 -0.90502 -1.90700  -0.51
O 0.18513 0.09234 -2.38817  0.04
C -1.52737 -0.80660 -1.02043  -0.10
C -2.00047 0.47992 -0.78813  0.06
C -2.99808 0.73029 0.14919  -0.21
N -3.39325 2.02852 0.48899  0.15
C -2.62497 3.16313 0.60889  -0.43
O -3.13427 4.23096 0.85959  0.09
C -1.17076 2.90612 0.40271  -0.18
C -0.51692 3.40936 -0.71748  -0.02
C 0.69451 2.87249 -1.10520  -0.01
C 1.27750 1.85217 -0.35695  -0.29
N 2.39139 1.16506 -0.84695  -0.04
S 2.56273 -0.48878 -0.62608  0.63
O 1.46850 -1.07045 0.09191  -0.28
O 2.94870 -1.07703 -1.87456  -0.28
C 3.98649 -0.51563 0.42263  -0.61
C 5.27493 -0.76443 0.06146  -0.14
C 6.16473 -0.66850 1.15252  -0.17
C 5.52854 -0.34551 2.31024  -0.39
S 3.83366 -0.15634 2.09445  1.06
C 0.72972 1.51025 0.87527  -0.02
C -0.50632 2.00971 1.23271  -0.01
C -3.62213 -0.35660 0.75254  0.06
C -3.22115 -1.65461 0.45740  -0.13
C -3.95271 -2.76653 1.13941  -0.51
N -4.00047 -3.93362 0.44872  0.17
O -4.46768 -2.64171 2.22940  0.07
C -2.14590 -1.88341 -0.39530  0.02
H -0.04933 -2.90046 -1.56502  0.09
H 1.07666 -2.14102 -2.59515  0.09
H -1.54513 1.27743 -1.34916  0.12
H -4.35374 2.13973 0.79245  0.16
H -1.00163 4.15743 -1.32649  0.13
H 1.15989 3.19118 -2.02539  0.12
H 2.60212 1.39455 -1.80780  0.12
H 5.55317 -1.01226 -0.94575  0.12
H 7.22395 -0.83269 1.07567  0.11
H 5.95714 -0.20872 3.28303  0.07
H 1.22038 0.78870 1.50616  0.08
H -0.97428 1.67176 2.14515  0.13
H -4.41983 -0.21565 1.46732  0.13
H -3.71342 -3.99662 -0.51097  0.10
H -4.52918 -4.69399 0.84351  0.11
H -1.79291 -2.89233 -0.54360  0.11

The calculation puts the frontier orbital gap at 8.933 eV. As for the highest occupied orbital energy: -8.64 eV. The value obtained for the largest force on an atom is 0.965 eV/Å. The calculation puts the LUMO energy at 0.30 eV. The SMILES is NC(=O)c1cc(NC(=O)c2ccc(NS(=O)(=O)c3cccs3)cc2)cc(C(N)=O)c1.


A molecular structure, CHINOS at a distorted geometry, computed with ωB97M-V/def2-TZVPD.

Each line ends with the Löwdin charge.
Element x y z (Å)
C 0.03141 -1.14474 0.66607  -0.88
N -0.11655 0.59834 -1.30039  -0.75
O 0.72419 -2.02088 0.19854  -0.02
S -0.82230 -0.46055 1.84009  0.57
I 1.08073 2.06357 -0.65963  0.32
H -0.89748 0.96426 -0.74469  -0.23

The charge is -1. The calculation puts the frontier orbital gap at 5.919 eV. As for the highest occupied orbital energy: -2.69 eV. The value obtained for the largest force on an atom is 4.368 eV/Å. The calculation puts the LUMO energy at 3.23 eV.


A gas-phase ion, C7H15N2O2 (charge +1) at a distorted geometry, computed with ωB97M-V/def2-TZVPD.

Each line ends with the Löwdin spin population.
Element x y z (Å)
C 0.81776 -0.74883 -1.91861  0.03
C -1.43258 0.17032 1.13043  0.06
C -0.04608 -0.33162 1.53180  0.05
C -1.77173 -0.38208 -0.22631  0.56
C -2.20587 0.52671 -1.32647  0.08
C 1.21012 1.58608 0.44683  0.02
C 2.41563 -0.56154 0.81757  0.00
N 0.45933 -0.19117 -0.76177  0.59
N 1.05847 0.12225 0.48093  0.03
O -0.02283 -1.00108 -2.79068  0.29
O -1.89969 -1.69490 -0.36932  0.18
H 1.89291 -0.86412 -2.03302  0.01
H -1.95766 -0.52287 1.70315  0.01
H -1.77371 1.18969 1.47943  0.00
H 0.20546 0.00487 2.50426  0.00
H -0.01944 -1.41644 1.37287  0.00
H -3.32284 0.40849 -1.39074  0.03
H -1.85294 0.30653 -2.39803  0.02
H -1.97234 1.56663 -0.96835  0.00
H 0.29406 2.03507 0.86124  0.00
H 2.07796 2.00313 0.97771  0.00
H 1.28271 1.88933 -0.56057  0.00
H 3.13186 -0.15063 0.06203  0.00
H 2.85121 -0.24778 1.81782  0.00
H 2.22343 -1.60505 0.78179  0.00
H -1.64321 -2.09099 -1.22398  0.01

The charge is +1. The calculation puts the frontier orbital gap (spin up / spin down) at 6.594 / 7.209 eV. As for the highest occupied orbital energy (spin up / spin down): -9.43 / -14.56 eV. The value obtained for the largest force on an atom is 3.714 eV/Å. The spin multiplicity is 3. The calculation puts the LUMO energy (spin up / spin down) at -2.84 / -7.35 eV. As for the expectation value of S²: 2.028.